Entry from the OMol25 dataset: a cluster of 5 separate species, C32H66BrClF3IO7Si2 in total at a distorted geometry (wB97M-V/def2-TZVPD).

XYZ file:
```
113
Properties=species:S:1:pos:R:3:lowdin_charge:R:1
C 3.36 3.72 -0.84 -0.027
C 4.02 2.67 -0.36 -0.246
C 3.30 1.57 0.35 -0.212
Si 2.50 0.26 -0.78 0.562
C 3.71 -1.22 -0.69 -0.179
C 4.56 -1.49 -1.95 -0.101
C 3.78 -2.03 -3.14 -0.695
F 3.83 -1.22 -4.17 0.141
F 2.55 -2.36 -2.86 0.154
F 4.37 -3.15 -3.57 0.139
C 2.15 0.86 -2.53 -0.248
C 3.22 1.61 -3.26 -0.871
O 4.36 1.53 -3.17 0.069
Br 2.52 2.90 -4.62 0.654
O 1.21 -0.27 0.16 -0.275
Si -0.35 -0.59 -0.26 0.130
I -1.11 -0.86 -2.55 0.759
C -1.45 0.70 0.65 -0.242
C -2.76 1.04 -0.10 -0.305
C -3.77 -0.11 -0.18 -0.224
C -5.01 0.13 -1.11 -0.193
C -4.78 1.15 -2.24 -0.256
C -5.03 2.61 -1.76 -0.097
C -0.78 -2.26 0.59 -0.229
C 0.28 -3.24 0.18 -0.897
O 0.38 -3.64 -0.89 0.050
Cl 1.46 -3.79 1.43 0.679
H 3.49 4.11 -1.84 0.042
H 2.63 4.20 -0.19 0.063
H 5.10 2.61 -0.50 0.106
H 3.90 1.04 1.09 0.078
H 2.48 2.04 0.93 0.089
H 4.39 -1.10 0.15 0.072
H 3.15 -2.13 -0.48 0.063
H 5.23 -2.31 -1.69 0.126
H 5.23 -0.68 -2.24 0.118
H 1.89 0.01 -3.16 0.054
H 1.25 1.48 -2.52 0.057
H -1.67 0.28 1.64 0.075
H -0.81 1.57 0.82 0.077
H -3.24 1.85 0.46 0.107
H -2.48 1.48 -1.06 0.064
H -3.32 -1.05 -0.50 0.046
H -4.14 -0.30 0.83 0.112
H -5.83 0.48 -0.49 0.096
H -5.27 -0.82 -1.57 0.101
H -5.43 0.95 -3.09 0.097
H -3.75 1.07 -2.59 0.052
H -5.10 2.59 -0.67 0.057
H -5.95 2.98 -2.20 0.065
H -4.20 3.26 -2.05 0.067
H -1.75 -2.59 0.24 0.082
H -0.78 -2.11 1.67 0.077
C -2.60 -0.31 6.38 -0.079
C -1.75 0.52 5.44 -0.281
O -2.50 1.26 4.49 -0.171
C -3.40 2.22 5.01 -0.286
C -2.74 3.30 5.85 -0.078
H -3.27 -0.97 5.82 0.081
H -1.97 -0.92 7.03 0.077
H -3.23 0.32 7.02 0.066
H -1.11 -0.15 4.86 0.114
H -1.08 1.18 6.00 0.108
H -4.19 1.71 5.58 0.104
H -3.88 2.68 4.15 0.117
H -2.28 2.90 6.75 0.066
H -3.48 4.05 6.15 0.078
H -1.95 3.79 5.28 0.083
C -8.14 -0.43 4.32 -0.078
C -7.53 0.75 3.59 -0.284
O -7.67 0.70 2.19 -0.168
C -9.00 0.68 1.68 -0.281
C -9.81 1.90 2.06 -0.080
H -7.74 -1.37 3.93 0.082
H -7.92 -0.37 5.39 0.076
H -9.23 -0.47 4.20 0.066
H -6.46 0.77 3.78 0.111
H -7.93 1.70 3.98 0.108
H -9.50 -0.24 1.99 0.108
H -8.90 0.63 0.60 0.116
H -9.98 1.97 3.14 0.065
H -10.79 1.87 1.57 0.077
H -9.30 2.82 1.75 0.082
C 5.30 -1.33 -6.95 -0.078
C 5.92 -0.12 -7.62 -0.275
O 5.80 -0.12 -9.03 -0.160
C 4.48 -0.11 -9.54 -0.284
C 3.67 1.10 -9.13 -0.079
H 5.70 -2.25 -7.37 0.085
H 5.49 -1.31 -5.88 0.060
H 4.21 -1.35 -7.09 0.068
H 6.99 -0.11 -7.42 0.118
H 5.52 0.81 -7.20 0.108
H 3.96 -1.04 -9.27 0.107
H 4.58 -0.11 -10.63 0.117
H 3.50 1.13 -8.05 0.058
H 2.69 1.09 -9.62 0.076
H 4.19 2.02 -9.40 0.082
C 7.48 -3.55 3.26 -0.079
C 6.80 -2.23 3.56 -0.281
O 5.74 -1.93 2.67 -0.167
C 4.66 -2.84 2.65 -0.299
C 3.95 -3.00 3.99 -0.082
H 7.83 -3.58 2.22 0.081
H 8.34 -3.69 3.92 0.077
H 6.81 -4.40 3.40 0.066
H 7.52 -1.42 3.45 0.118
H 6.45 -2.20 4.60 0.107
H 4.99 -3.82 2.27 0.113
H 3.95 -2.45 1.92 0.064
H 4.61 -3.43 4.74 0.068
H 3.08 -3.65 3.88 0.049
H 3.62 -2.02 4.36 0.085
```

Values from the calculation:
* LUMO energy: 0.289 eV
* Kohn-Sham gap: 8.8 eV
* HOMO: -8.53 eV
* molar mass: 918.30 g/mol
* structure (SMILES): C=CC[Si@](CCC(F)(F)F)(CC(=O)Br)O[Si@](I)(CCCCCC)CC(=O)Cl.CCOCC.CCOCC.CCOCC.CCOCC
* F_max: 4.09 eV Å⁻¹
* DFT total energy: -5996.10892 a.u.

---

Entry from the OMol25 dataset: a cluster of 7 separate species, C32H66N2O12S in total at a distorted geometry (wB97M-V/def2-TZVPD).

XYZ file:
```
113
Properties=species:S:1:pos:R:3:lowdin_charge:R:1
C 3.30 -3.64 2.32 -0.054
C 3.02 -2.52 1.25 -0.253
O 3.79 -1.35 1.55 -0.150
C 3.18 -0.29 0.80 -0.211
C 3.96 1.05 0.84 -0.113
O 4.16 1.62 2.16 -0.009
C 3.15 1.32 3.04 -0.113
C 1.97 1.99 3.21 -0.024
C 1.39 3.22 2.47 -0.099
C 0.03 2.93 1.69 -0.164
C 0.13 1.73 0.65 -0.227
C -0.48 0.43 1.30 -0.446
S -0.86 -0.85 -0.03 0.921
C -2.36 -1.64 0.62 -0.613
N -2.60 -2.89 1.07 0.066
N -3.92 -2.81 1.44 0.013
C -4.42 -1.59 1.22 -0.125
O -3.44 -0.79 0.67 -0.031
C 1.13 1.35 4.37 -0.373
O 0.09 1.70 4.83 0.160
O 1.85 0.26 4.87 0.116
C 3.04 0.19 4.11 -0.331
O 3.78 -0.70 4.38 0.171
H 3.18 -4.67 1.89 0.065
H 2.58 -3.45 3.17 0.071
H 4.33 -3.50 2.75 0.085
H 1.92 -2.30 1.21 0.104
H 3.30 -2.90 0.22 0.124
H 3.20 -0.63 -0.29 0.143
H 2.10 -0.20 1.06 0.087
H 4.99 0.84 0.43 0.142
H 3.50 1.78 0.11 0.105
H 2.13 3.76 1.83 0.109
H 1.10 3.96 3.27 0.131
H -0.84 2.82 2.39 0.114
H -0.15 3.85 1.07 0.111
H 1.20 1.55 0.38 0.087
H -0.49 1.97 -0.25 0.108
H -1.46 0.66 1.80 0.085
H 0.17 -0.06 2.07 0.066
H -5.44 -1.21 1.43 0.144
C 4.64 2.09 -3.32 -0.054
C 3.14 2.17 -3.07 -0.480
C 2.44 3.02 -4.13 -0.059
O 2.90 2.74 -1.78 -0.080
H 5.09 3.08 -3.29 0.083
H 5.12 1.49 -2.55 0.075
H 4.85 1.64 -4.30 0.083
H 2.71 1.17 -3.07 0.141
H 2.83 4.04 -4.12 0.070
H 1.37 3.07 -3.93 0.081
H 2.59 2.60 -5.13 0.083
H 3.27 3.63 -1.77 0.063
C -6.02 -0.09 -2.57 -0.054
C -6.53 1.25 -2.06 -0.488
C -5.56 2.37 -2.38 -0.062
O -6.73 1.18 -0.64 -0.061
H -5.07 -0.34 -2.09 0.076
H -6.72 -0.88 -2.32 0.081
H -5.88 -0.07 -3.65 0.069
H -7.51 1.47 -2.51 0.139
H -4.59 2.20 -1.90 0.083
H -5.93 3.33 -2.00 0.081
H -5.40 2.47 -3.45 0.060
H -5.87 0.99 -0.24 0.070
C -1.89 -4.32 5.75 -0.063
C -0.92 -4.12 4.59 -0.494
C -0.60 -2.65 4.38 -0.057
O -1.49 -4.66 3.40 -0.072
H -2.84 -3.81 5.55 0.081
H -2.12 -5.38 5.88 0.078
H -1.48 -3.93 6.68 0.080
H 0.00 -4.67 4.79 0.135
H -1.51 -2.08 4.14 0.080
H 0.09 -2.52 3.55 0.067
H -0.15 -2.21 5.28 0.083
H -2.31 -4.18 3.22 0.054
C 2.08 6.27 -2.19 -0.067
C 2.12 6.73 -0.74 -0.487
C 2.97 7.98 -0.58 -0.060
O 2.64 5.69 0.07 -0.061
H 3.09 6.02 -2.55 0.078
H 1.48 5.37 -2.30 0.074
H 1.67 7.05 -2.84 0.086
H 1.10 6.93 -0.40 0.142
H 4.00 7.79 -0.88 0.083
H 2.99 8.30 0.47 0.082
H 2.58 8.81 -1.18 0.082
H 3.54 5.50 -0.22 0.085
C -0.17 -8.03 0.93 -0.063
C 1.17 -7.76 1.60 -0.500
C 1.54 -8.88 2.56 -0.067
O 1.11 -6.52 2.30 -0.065
H -0.97 -8.08 1.68 0.083
H -0.43 -7.21 0.25 0.080
H -0.15 -8.96 0.37 0.077
H 1.95 -7.66 0.83 0.136
H 0.80 -8.96 3.36 0.081
H 2.50 -8.67 3.04 0.078
H 1.61 -9.84 2.05 0.077
H 0.43 -6.60 2.98 0.074
C -2.01 0.69 -6.19 -0.063
C -3.37 0.94 -5.56 -0.500
C -4.42 1.24 -6.62 -0.062
O -3.28 2.04 -4.66 -0.068
H -1.66 1.57 -6.75 0.081
H -1.26 0.49 -5.42 0.078
H -2.04 -0.16 -6.88 0.081
H -3.67 0.07 -4.98 0.132
H -4.16 2.14 -7.19 0.082
H -5.39 1.43 -6.15 0.074
H -4.53 0.40 -7.32 0.082
H -3.01 2.82 -5.17 0.091
```

Values from the calculation:
* LUMO energy: -0.254 eV
* Kohn-Sham gap: 9.2 eV
* HOMO: -9.44 eV
* molar mass: 702.95 g/mol
* structure (SMILES): CCOCCOC1=C(CCCCSc2nnco2)C(=O)OC1=O.CC(C)O.CC(C)O.CC(C)O.CC(C)O.CC(C)O.CC(C)O
* F_max: 4.26 eV Å⁻¹
* DFT total energy: -2669.33904 a.u.

---

Entry from the OMol25 dataset: a cluster of 7 separate species, C32H66O16 in total at a distorted geometry (wB97M-V/def2-TZVPD).

XYZ file:
```
114
Properties=species:S:1:pos:R:3:lowdin_charge:R:1
O -0.01 -1.23 -1.88 0.104
C -0.41 -0.16 -2.30 -0.353
C 0.54 0.87 -2.78 0.026
C 0.26 2.15 -2.62 0.030
C -1.00 2.48 -1.92 -0.334
O -1.11 3.41 -1.15 0.124
C -2.13 1.54 -2.18 -0.124
C -3.48 2.17 -2.24 -0.035
C -4.65 1.30 -1.93 -0.500
O -5.65 1.34 -2.61 0.121
O -4.54 0.48 -0.86 0.097
C -1.84 0.24 -2.36 0.086
H 1.46 0.55 -3.25 0.121
H 0.92 2.93 -2.95 0.120
H -3.50 3.07 -1.65 0.138
H -3.62 2.48 -3.27 0.144
H -5.34 0.62 -0.32 0.107
H -2.60 -0.50 -2.56 0.131
C 5.56 -0.16 -1.92 -0.110
O 6.52 0.81 -2.29 -0.183
C 6.18 1.49 -3.48 -0.207
C 5.59 2.85 -3.21 -0.209
O 4.35 2.76 -2.52 -0.207
C 4.46 3.03 -1.13 -0.094
H 5.78 -0.47 -0.90 0.082
H 4.55 0.25 -1.95 0.077
H 5.63 -1.03 -2.57 0.091
H 5.47 0.89 -4.07 0.124
H 7.09 1.61 -4.07 0.126
H 5.40 3.36 -4.16 0.124
H 6.30 3.47 -2.64 0.128
H 4.61 4.10 -0.96 0.083
H 5.28 2.47 -0.67 0.086
H 3.53 2.73 -0.66 0.086
C -8.33 -0.58 -1.20 -0.093
O -7.56 -0.06 -0.12 -0.220
C -8.36 0.27 1.01 -0.200
C -8.28 -0.80 2.07 -0.211
O -8.86 -2.00 1.61 -0.180
C -7.88 -2.90 1.13 -0.110
H -7.64 -1.01 -1.93 0.090
H -9.01 -1.37 -0.86 0.086
H -8.90 0.21 -1.68 0.094
H -9.40 0.44 0.71 0.129
H -7.97 1.21 1.42 0.126
H -8.83 -0.47 2.96 0.128
H -7.23 -0.95 2.36 0.128
H -7.29 -3.32 1.95 0.095
H -7.20 -2.39 0.43 0.067
H -8.38 -3.71 0.60 0.093
C -4.96 -3.79 -1.05 -0.112
O -4.34 -3.95 0.21 -0.195
C -3.84 -5.26 0.39 -0.203
C -2.34 -5.31 0.15 -0.202
O -2.02 -4.96 -1.20 -0.190
C -1.64 -3.59 -1.32 -0.113
H -5.05 -2.73 -1.24 0.082
H -4.37 -4.25 -1.85 0.088
H -5.96 -4.24 -1.04 0.086
H -4.36 -5.95 -0.29 0.124
H -4.05 -5.57 1.42 0.125
H -1.98 -6.33 0.33 0.124
H -1.83 -4.63 0.83 0.122
H -0.62 -3.44 -0.95 0.071
H -2.32 -2.93 -0.79 0.083
H -1.65 -3.33 -2.38 0.086
C 2.04 -0.26 4.41 -0.105
O 2.94 -1.06 3.65 -0.202
C 2.69 -1.00 2.26 -0.200
C 3.66 -0.08 1.55 -0.203
O 3.48 1.27 1.94 -0.199
C 4.44 1.72 2.88 -0.106
H 2.43 -0.18 5.42 0.089
H 1.95 0.75 3.99 0.084
H 1.05 -0.73 4.45 0.089
H 1.66 -0.69 2.06 0.131
H 2.81 -2.02 1.86 0.118
H 3.47 -0.14 0.48 0.116
H 4.69 -0.40 1.73 0.128
H 5.41 1.87 2.39 0.087
H 4.56 1.01 3.70 0.084
H 4.10 2.67 3.27 0.090
C 3.52 9.80 -1.73 -0.112
O 2.72 9.07 -2.64 -0.189
C 3.36 7.93 -3.17 -0.206
C 2.91 6.66 -2.48 -0.205
O 3.31 6.62 -1.12 -0.202
C 2.26 6.94 -0.22 -0.102
H 2.88 10.52 -1.22 0.089
H 3.98 9.15 -0.98 0.083
H 4.31 10.35 -2.26 0.088
H 4.45 8.03 -3.09 0.126
H 3.10 7.87 -4.23 0.125
H 3.37 5.80 -2.98 0.120
H 1.82 6.55 -2.56 0.127
H 1.54 6.12 -0.16 0.088
H 1.74 7.86 -0.52 0.085
H 2.70 7.09 0.76 0.089
C 1.78 -7.53 4.52 -0.114
O 1.48 -6.19 4.85 -0.189
C 2.61 -5.33 4.79 -0.200
C 2.62 -4.51 3.52 -0.211
O 2.80 -5.32 2.37 -0.189
C 1.60 -5.57 1.66 -0.111
H 0.83 -8.06 4.39 0.088
H 2.35 -7.60 3.59 0.083
H 2.34 -8.01 5.32 0.088
H 3.53 -5.90 4.87 0.127
H 2.54 -4.65 5.64 0.126
H 3.46 -3.81 3.56 0.120
H 1.70 -3.92 3.43 0.125
H 1.27 -4.67 1.12 0.081
H 0.80 -5.90 2.33 0.082
H 1.80 -6.36 0.93 0.091
```

Values from the calculation:
* LUMO energy: -1.194 eV
* Kohn-Sham gap: 7.9 eV
* HOMO: -9.09 eV
* molar mass: 706.86 g/mol
* structure (SMILES): O=C1C=CC(=O)C(CC(=O)O)=C1.COCCOC.COCCOC.COCCOC.COCCOC.COCCOC.COCCOC
* F_max: 1.38 eV Å⁻¹
* DFT total energy: -2462.41506 a.u.

---

Entry from the OMol25 dataset: a structure of composition C32H67ClFI2N8O6P2 at a distorted geometry (wB97M-V/def2-TZVPD).

XYZ file:
```
119
Properties=species:S:1:pos:R:3:lowdin_charge:R:1
C 4.47 3.19 -2.93 0.162
C 3.66 2.45 -3.40 -0.143
C 2.67 1.53 -3.97 -0.353
C 2.10 2.19 -5.25 -0.143
C 2.04 3.72 -5.31 -0.153
C 3.21 4.33 -6.05 -0.194
F 3.05 4.07 -7.41 -0.053
C 1.60 1.35 -2.84 -0.671
C 1.09 2.65 -2.25 -0.105
Cl 0.09 0.59 -3.52 0.824
N 2.00 0.42 -1.75 -0.126
P 2.90 0.96 -0.34 0.812
N 2.93 -0.14 0.76 -0.225
C 2.51 -0.77 -2.30 -0.304
N 1.96 -1.89 -1.99 0.055
C 0.91 -1.99 -0.91 -0.155
N -0.42 -1.94 -1.44 -0.072
C -1.39 -1.29 -0.54 -0.087
C 2.31 -3.15 -2.62 -0.767
I 3.80 -4.33 -1.72 0.969
C 1.62 -3.56 -3.68 -0.811
C 0.51 -2.81 -4.34 -0.179
I 2.02 -5.37 -4.65 0.934
N 3.56 -0.72 -3.19 0.020
C 4.89 -0.64 -2.54 -0.232
O 4.67 -1.12 -1.25 -0.299
C 5.77 -0.89 -0.38 -0.082
C 3.38 0.17 -4.36 -0.346
C 2.52 -0.66 -5.39 -0.208
O 3.04 -0.57 -6.70 -0.236
C 2.06 -0.39 -7.72 -0.221
C 1.21 -1.65 -7.94 -0.045
P 5.03 0.42 -5.28 0.872
N 6.23 1.03 -4.47 -0.275
H 5.25 3.76 -2.48 0.061
H 1.13 1.79 -5.48 0.083
H 2.74 1.89 -6.08 0.093
H 1.90 4.21 -4.36 0.104
H 1.16 3.98 -5.91 0.127
H 4.16 3.91 -5.74 0.105
H 3.20 5.41 -5.93 0.123
H 0.35 2.39 -1.50 0.086
H 0.57 3.22 -3.01 0.082
H 1.87 3.24 -1.77 0.068
H 4.13 1.38 -0.83 0.013
H 2.24 2.13 0.05 0.031
H 2.46 0.17 1.61 -0.003
H 1.11 -1.21 -0.19 0.080
H 1.13 -2.94 -0.42 0.131
H -0.72 -2.90 -1.59 0.106
H -0.96 -1.09 0.44 0.078
H -2.25 -1.93 -0.39 0.079
H -1.70 -0.33 -0.95 0.068
H -0.44 -3.13 -3.91 0.085
H 0.48 -3.01 -5.40 0.043
H 0.58 -1.74 -4.16 -0.007
H 5.61 -1.25 -3.09 0.131
H 5.25 0.38 -2.49 0.083
H 6.01 0.18 -0.33 0.088
H 5.45 -1.21 0.61 0.086
H 6.63 -1.47 -0.68 0.101
H 1.48 -0.37 -5.39 0.071
H 2.58 -1.70 -5.07 0.109
H 1.44 0.48 -7.51 0.111
H 2.63 -0.18 -8.62 0.125
H 0.18 -1.47 -7.65 0.077
H 1.59 -2.45 -7.31 0.065
H 1.24 -1.97 -8.97 0.077
H 4.73 1.14 -6.43 0.040
H 5.26 -0.91 -5.65 0.046
H 6.57 1.87 -4.90 -0.019
C -6.02 0.11 5.18 -0.112
O -6.48 -1.00 4.44 -0.195
C -7.72 -0.81 3.78 -0.212
C -7.53 -0.81 2.28 -0.214
N -6.82 0.39 1.85 -0.049
C -6.39 0.37 0.46 -0.199
C -5.36 -0.68 0.05 -0.220
O -4.08 -0.48 0.63 -0.209
C -3.93 -1.02 1.93 -0.092
H -5.14 -0.20 5.74 0.077
H -5.74 0.94 4.52 0.080
H -6.78 0.46 5.89 0.091
H -8.21 0.11 4.12 0.124
H -8.37 -1.65 4.05 0.124
H -8.51 -0.83 1.80 0.126
H -7.00 -1.73 2.02 0.106
H -6.01 0.52 2.44 0.067
H -5.97 1.35 0.23 0.119
H -7.27 0.26 -0.18 0.120
H -5.21 -0.59 -1.03 0.121
H -5.71 -1.70 0.24 0.112
H -4.54 -1.92 2.08 0.095
H -4.17 -0.29 2.70 0.074
H -2.88 -1.30 2.06 0.075
C -0.63 -0.43 10.76 -0.114
O -1.71 0.19 10.11 -0.195
C -1.47 1.54 9.71 -0.218
C -1.44 1.66 8.20 -0.216
N -0.26 1.00 7.65 -0.049
C -0.26 0.88 6.20 -0.205
C -1.33 0.02 5.55 -0.238
O -1.22 -1.36 5.83 -0.181
C -1.84 -1.80 7.03 -0.092
H -0.98 -1.39 11.12 0.089
H 0.22 -0.59 10.09 0.080
H -0.28 0.16 11.62 0.089
H -0.55 1.91 10.15 0.123
H -2.30 2.15 10.09 0.123
H -1.42 2.72 7.93 0.124
H -2.38 1.23 7.82 0.106
H -0.18 0.08 8.06 0.073
H 0.71 0.47 5.91 0.117
H -0.31 1.89 5.77 0.117
H -1.21 0.11 4.47 0.113
H -2.34 0.38 5.78 0.103
H -2.72 -1.20 7.27 0.085
H -1.15 -1.77 7.88 0.075
H -2.15 -2.83 6.88 0.089
```

Values from the calculation:
* LUMO energy: -3.637 eV
* Kohn-Sham gap: 6.5 eV
* HOMO: -10.12 eV
* total charge: +1
* molar mass: 1030.15 g/mol
* F_max: 1.32 eV Å⁻¹
* DFT total energy: -3986.56681 a.u.